[1]
# C5H35N2O13

13 unconnected molecules or ions with the total composition C5H35N2O13 at a distorted geometry (ωB97M-V/def2-TZVPD, OMol25).

```
55
Properties=species:S:1:pos:R:3:nbo_charge:R:1
O 2.69 0.55 -1.30 -0.55
C 1.61 0.71 -1.79 0.47
C 0.31 0.72 -0.95 -0.18
C -0.76 0.26 -1.91 -0.47
C -2.08 0.08 -1.22 0.16
C -3.19 0.79 -1.30 -0.37
N -2.04 -1.09 -0.32 -0.78
N 0.38 -0.20 0.20 -0.89
H 1.52 0.82 -2.87 0.14
H 0.06 1.73 -0.59 0.25
H -0.93 1.01 -2.69 0.24
H -0.51 -0.65 -2.47 0.24
H -4.11 0.55 -0.81 0.22
H -3.20 1.64 -1.98 0.23
H -2.79 -1.08 0.37 0.44
H -1.11 -1.00 0.20 0.48
H -2.14 -1.98 -0.81 0.47
H 1.28 -0.68 0.29 0.42
H 0.42 0.36 1.04 0.39
H 1.48 -1.05 2.80 0.50
H 0.74 -0.10 3.69 0.49
O 0.63 -0.95 3.26 -0.97
H -1.23 0.94 2.62 0.49
H -1.41 2.34 1.91 0.54
O -0.91 1.51 1.92 -1.00
H 2.58 -1.31 -3.86 0.47
H 1.83 -2.37 -3.20 0.48
O 1.66 -1.56 -3.70 -0.94
H -2.30 -3.53 -3.06 0.48
H -1.02 -3.35 -2.30 0.49
O -1.90 -3.76 -2.22 -0.97
H -0.93 -1.61 2.60 0.52
H -2.28 -2.23 3.10 0.49
O -1.84 -1.84 2.34 -1.00
H 1.30 4.14 0.42 0.51
H 0.74 5.08 -0.75 0.49
O 0.54 4.61 0.07 -0.99
H 2.03 0.85 2.45 0.47
H 0.75 1.66 2.44 0.49
O 1.71 1.73 2.68 -0.95
H 3.60 -1.49 0.88 0.50
H 3.29 0.02 0.58 0.52
O 3.05 -0.74 1.13 -1.00
H 3.27 3.15 0.45 0.49
H 2.16 2.23 1.17 0.49
O 2.46 2.65 0.33 -1.00
H 0.17 -3.06 -0.35 0.50
H 0.71 -4.19 -1.21 0.49
O 0.62 -3.23 -1.19 -0.98
H -2.13 4.73 1.82 0.48
H -0.99 4.44 0.85 0.52
O -1.74 4.01 1.32 -1.00
H -2.43 -3.95 0.05 0.49
H -2.16 -3.24 1.44 0.50
O -1.83 -3.40 0.55 -1.00
```

Properties
DFT total energy ... -35345.7922 eV
Relative energy (zero: lowest compared OMol25 entry of this formula, charge and spin) ... 3.484 eV
Strongest force on any atom ... 1.8 eV Å⁻¹
Highest occupied orbital energy ... -12.392 eV
Net charge ... +1
Orbital gap ... 10.016 eV

[2]
# C5H35NO13S

12 unconnected molecules or ions with the total composition C5H35NO13S at a distorted geometry (ωB97M-V/def2-TZVPD, OMol25).

```
55
Properties=species:S:1:pos:R:3:nbo_charge:R:1
C 1.89 0.35 0.60 -0.42
N 0.58 0.92 0.85 -0.66
C -0.41 -0.16 0.72 -0.11
C -1.79 0.32 1.22 -0.43
C -2.90 -0.75 1.22 -0.52
S -2.43 -2.22 2.22 -0.07
C -0.53 -0.73 -0.71 0.34
O 0.14 -1.94 -0.76 -0.78
H 2.13 0.20 -0.52 0.16
H 2.64 1.13 0.97 0.19
H 2.07 -0.61 1.06 0.22
H 0.12 1.54 0.17 0.38
H -0.11 -0.96 1.41 0.22
H -2.10 1.06 0.36 0.22
H -1.63 0.89 2.12 0.23
H -3.00 -1.17 0.20 0.23
H -3.73 -0.20 1.69 0.23
H -2.63 -3.21 1.39 0.12
H -1.55 -0.90 -1.10 0.18
H 2.19 -0.37 3.93 0.48
H 1.02 -0.77 4.95 0.48
O 1.87 -0.25 4.84 -0.96
H -1.95 0.84 -3.28 0.50
H 2.65 -2.07 -2.51 0.51
O 0.20 0.07 -1.69 -0.79
H 0.62 -3.73 1.96 0.48
H 1.97 -3.95 2.64 0.47
O 1.41 -3.25 2.32 -0.95
H 3.04 0.44 -3.10 0.48
H 3.49 -0.12 -1.79 0.47
O 3.49 -0.32 -2.73 -0.94
H 0.62 4.41 1.98 0.48
H 1.87 3.57 2.35 0.48
O 1.55 4.28 1.77 -0.96
H 2.47 -3.67 -3.00 0.50
H 0.97 -1.94 -1.30 0.51
O 2.20 -2.86 -2.63 -1.01
H 0.32 2.21 2.77 0.49
H 0.58 2.21 4.32 0.49
O 0.05 2.65 3.57 -0.98
H -2.62 3.45 -0.29 0.47
H -1.67 3.10 -1.47 0.48
O -2.56 2.96 -1.11 -0.95
H 2.53 3.12 -1.61 0.47
H 2.45 4.51 -1.99 0.48
O 1.87 3.74 -2.05 -0.95
H -2.48 -0.60 -3.62 0.49
H -0.45 0.27 -2.44 0.50
O -2.20 0.00 -2.92 -0.96
H -1.75 -4.15 -1.37 0.46
H -0.62 -3.86 -2.32 0.48
O -1.20 -4.55 -2.04 -0.94
H 0.22 2.66 -3.14 0.49
H -0.56 3.91 -3.55 0.49
O -0.60 2.93 -3.53 -0.97
```

Properties
DFT total energy ... -44694.1203 eV
Relative energy (zero: lowest compared OMol25 entry of this formula, charge and spin) ... 3.140 eV
SMILES ... CN[C@@H](CCS)C(O)O.O.O.O.O.O.O.O.O.O.O.O
Strongest force on any atom ... 4.3 eV Å⁻¹
Highest occupied orbital energy ... -9.034 eV
Orbital gap ... 8.930 eV

[3]
# C5H35NO14

13 unconnected molecules or ions with the total composition C5H35NO14 at a distorted geometry (ωB97M-V/def2-TZVPD, OMol25).

```
55
Properties=species:S:1:pos:R:3:nbo_charge:R:1
C -2.16 2.55 0.04 0.52
N -0.82 2.23 0.04 -0.45
C -0.25 2.14 -1.31 -0.43
C -0.40 -0.28 0.45 -0.65
C -0.28 1.18 0.93 -0.06
C -0.87 1.33 2.32 -0.06
O -0.28 0.33 3.16 -0.75
O -2.66 3.08 -0.92 -0.59
H -2.76 2.27 0.91 0.11
H 0.81 1.89 -1.31 0.22
H -0.14 3.16 -1.69 0.22
H -0.88 1.53 -1.95 0.21
H 0.39 -0.94 0.79 0.23
H -0.58 -0.36 -0.62 0.24
H -1.25 -0.66 1.00 0.20
H 0.76 1.51 1.07 0.21
H -0.76 2.34 2.71 0.16
H -1.95 1.18 2.38 0.16
H -0.80 0.30 3.96 0.49
H 1.76 -2.19 2.45 0.48
H 1.01 -0.89 3.01 0.50
O 1.78 -1.47 3.08 -1.00
H -3.67 -1.26 0.97 0.50
H -2.59 -1.57 2.08 0.48
O -3.07 -1.92 1.33 -0.96
H 3.21 0.33 -2.13 0.50
H 2.64 -0.40 -0.92 0.50
O 2.53 -0.30 -1.87 -0.96
H -1.37 -2.53 -0.91 0.50
H -1.26 -3.74 -1.84 0.48
O -0.81 -2.94 -1.58 -0.97
H 4.15 0.25 0.69 0.49
H 4.97 1.38 0.08 0.47
O 4.15 0.90 -0.05 -1.01
H -2.40 -3.53 0.94 0.51
H -0.96 -3.97 1.63 0.48
O -1.58 -4.03 0.90 -1.00
H -0.94 0.09 -4.83 0.49
H -1.20 1.43 -4.16 0.47
O -1.52 0.85 -4.85 -0.96
H 3.80 -0.74 2.52 0.51
H 3.88 -1.79 1.39 0.48
O 4.36 -1.07 1.80 -0.95
H 0.99 -0.15 -2.69 0.51
H 0.13 -1.27 -3.13 0.49
O 0.14 -0.31 -3.16 -1.02
H -2.02 -0.23 -2.42 0.49
H -3.49 -0.53 -2.71 0.48
O -2.83 -0.55 -2.01 -0.97
H 1.11 -3.27 -0.83 0.51
H 2.58 -3.44 -0.34 0.47
O 1.76 -2.97 -0.18 -0.99
H 0.74 3.49 2.90 0.46
H 0.49 4.56 1.79 0.48
O 1.11 4.26 2.46 -0.94
```

Properties
DFT total energy ... -35908.1514 eV
Relative energy (zero: lowest compared OMol25 entry of this formula, charge and spin) ... 2.914 eV
Strongest force on any atom ... 2.1 eV Å⁻¹
Highest occupied orbital energy ... -9.645 eV
Orbital gap ... 9.396 eV

[4]
# C5H35NO14

13 unconnected molecules or ions with the total composition C5H35NO14 at a distorted geometry (ωB97M-V/def2-TZVPD, OMol25).

```
55
Properties=species:S:1:pos:R:3:nbo_charge:R:1
C 1.04 -0.73 -1.09 -0.23
N 0.05 -0.23 -2.09 -0.62
C -1.26 -0.15 -1.81 0.93
O -1.58 -1.07 -0.63 -0.83
O -2.27 0.45 -2.17 -0.66
C 2.37 -0.04 -1.36 -0.42
C 2.36 1.59 -1.07 -0.40
C 2.30 1.82 0.42 -0.66
H 1.12 -1.78 -1.07 0.20
H 0.71 -0.58 -0.06 0.22
H 0.50 0.51 -2.57 0.43
H -2.26 -1.69 -0.91 0.51
H 3.24 -0.51 -0.72 0.23
H 2.71 -0.14 -2.40 0.20
H 1.54 1.82 -1.73 0.19
H 3.40 1.90 -1.40 0.22
H 2.04 0.99 1.08 0.21
H 1.54 2.64 0.63 0.25
H 3.22 2.40 0.82 0.22
H -3.73 2.44 -2.83 0.49
H -3.77 3.55 -1.76 0.49
O -3.41 3.29 -2.62 -0.97
H 2.43 -1.06 2.58 0.46
H 1.71 -2.22 2.46 0.49
O 2.26 -1.62 1.94 -0.99
H 0.30 -3.67 1.31 0.50
H -0.08 -5.12 1.42 0.48
O -0.37 -4.27 1.68 -0.96
H -2.12 -0.81 3.27 0.50
H -2.10 -1.29 4.76 0.47
O -2.07 -1.57 3.86 -0.98
H -0.62 0.38 2.25 0.48
H -1.33 -0.34 1.22 0.49
O -1.49 0.12 1.99 -0.94
H -1.39 2.59 0.19 0.48
H -0.49 3.57 -0.26 0.49
O -0.68 3.19 0.57 -0.98
H -0.09 4.05 1.83 0.49
H -0.65 4.11 3.05 0.45
O 0.25 4.04 2.81 -0.97
H -0.30 -1.98 3.49 0.50
H -0.07 -3.41 3.16 0.51
O 0.49 -2.68 3.53 -1.02
H -1.61 2.04 -3.48 0.51
H -0.42 1.94 -4.49 0.49
O -0.69 1.63 -3.50 -0.98
H -0.88 -3.79 -1.34 0.46
H -1.77 -4.49 -2.30 0.47
O -1.52 -3.58 -1.87 -0.93
H -0.90 2.73 -2.11 0.48
H -1.65 3.93 -1.99 0.48
O -0.78 3.67 -1.86 -0.95
H 2.24 -4.66 -0.27 0.48
H 2.57 -3.62 0.85 0.51
O 1.93 -4.33 0.62 -0.98
```

Properties
DFT total energy ... -35905.3178 eV
Relative energy (zero: lowest compared OMol25 entry of this formula, charge and spin) ... 5.748 eV
Strongest force on any atom ... 8.7 eV Å⁻¹
Highest occupied orbital energy ... -10.136 eV
Orbital gap ... 10.173 eV

[5]
# C5H35NO14

13 unconnected molecules or ions with the total composition C5H35NO14 at a distorted geometry (ωB97M-V/def2-TZVPD, OMol25).

```
55
Properties=species:S:1:pos:R:3:lowdin_spin:R:1
C 0.12 -0.13 -0.12 0.00
C -0.97 -0.78 -0.98 0.00
C -0.25 1.27 0.10 0.01
N -0.87 1.61 1.31 0.32
C -1.21 0.71 2.30 0.15
C -0.13 0.34 3.45 0.15
O 0.95 1.20 3.46 0.18
O -0.12 2.15 -0.74 0.10
H 0.27 -0.70 0.80 0.00
H 1.01 -0.37 -0.68 0.00
H -0.77 -1.84 -0.96 0.00
H -1.99 -0.60 -0.63 0.00
H -1.00 -0.36 -1.99 0.00
H -1.04 2.59 1.53 0.01
H -1.43 -0.28 1.87 0.02
H -2.22 0.82 2.71 0.02
H 0.28 -0.66 3.35 0.02
H -0.63 0.52 4.41 0.01
H 1.53 1.08 2.69 0.00
H -4.10 -0.16 -0.88 0.00
H -4.66 -1.57 -1.25 0.00
O -4.45 -0.98 -0.52 0.00
H 2.53 2.44 0.38 0.00
H 1.18 2.71 1.28 0.00
O 2.13 2.65 1.23 0.02
H 3.80 0.73 -1.99 0.00
H 2.60 0.76 -2.93 0.00
O 3.18 0.15 -2.46 0.00
H -3.82 2.47 -0.30 0.00
H -2.36 2.29 -0.99 0.00
O -3.30 2.12 -1.03 0.00
H 0.52 -4.08 0.07 0.00
H 1.48 -3.49 -1.11 0.00
O 0.59 -3.59 -0.75 0.00
H -0.80 3.68 -0.10 0.00
H -0.56 4.90 0.75 0.00
O -1.29 4.37 0.38 0.00
H -3.73 -1.99 1.03 0.00
H -3.26 -3.04 0.14 0.00
O -3.22 -2.80 1.08 0.00
H 2.65 -2.81 -3.14 0.00
H 3.01 -1.71 -2.08 0.00
O 2.88 -2.66 -2.22 0.00
H 3.68 -1.46 1.20 0.00
H 2.90 -2.08 0.09 0.00
O 2.80 -1.83 1.02 0.00
H -0.04 2.79 -3.78 0.00
H 0.28 2.02 -2.50 0.00
O 0.60 2.19 -3.40 0.00
H -1.37 -4.15 -1.65 0.00
H -1.19 -2.84 -2.18 0.00
O -1.87 -3.53 -2.20 0.00
H 3.84 1.21 1.77 0.00
H 3.78 0.37 3.04 0.00
O 4.08 0.35 2.13 0.00
```

Properties
DFT total energy ... -35898.8025 eV
Relative energy (zero: lowest compared OMol25 entry of this formula, charge and spin) ... 3.808 eV
Strongest force on any atom ... 3.5 eV Å⁻¹
Highest occupied orbital energy (spin up / spin down) ... -13.481 / -13.470 eV
Net charge ... +1
Orbital gap (spin up / spin down) ... 9.912 / 4.051 eV
Expectation value of S² ... 0.757
2S+1 ... 2